w | Density functional theory data (ωB97M-V/def2-TZVPD) for C4H9N3O as an isolated structure.

As for the gap between HOMO and LUMO: 7.15 eV. The HOMO energy is -6.5 eV.

XYZ file:
```
17
Properties=species:S:1:pos:R:3:mulliken_charge:R:1
C 0.92380 -0.94135 -0.72635 -0.51
C 1.66090 -0.79799 0.57280 -0.83
C -1.02796 0.78501 -0.35550 0.46
C 0.11067 1.41748 -0.69061 0.19
N -1.89715 -1.22529 0.35276 -0.62
O -2.23650 1.40952 -0.11813 -0.52
N -0.98665 -0.57360 -0.41551 -0.01
N 0.93637 2.32811 -0.68400 -0.66
H -2.06722 2.34371 0.06198 0.32
H -1.74487 -2.21119 0.51377 0.22
H -2.28600 -0.72229 1.14828 0.20
H 0.90751 2.93268 0.14516 0.21
H 1.41215 -0.48260 -1.58090 0.35
H 0.67152 -1.97332 -0.95048 0.31
H 2.51917 -1.48067 0.60444 0.33
H 2.09215 0.19823 0.69154 0.31
H 1.01214 -1.00642 1.43075 0.27
```

***

x | Density functional theory data (ωB97M-V/def2-TZVPD) for C4H9N3O as an isolated structure.

As for the gap between HOMO and LUMO: 7.79 eV. The HOMO energy is -7.9 eV.

XYZ file:
```
17
Properties=species:S:1:pos:R:3:mulliken_charge:R:1
C -2.96643 -0.07221 -0.23184 -0.47
C 0.04524 1.39081 -0.09027 -0.90
C -0.00264 -1.08794 -0.06957 0.15
C 2.37171 -0.49872 -0.14417 0.03
H -3.19165 -1.06963 -0.72858 0.21
H -2.81261 0.85964 -0.94083 0.22
H -3.99638 -0.02123 0.35831 0.24
H -0.54643 2.19061 -0.92482 0.22
H 0.05931 1.74561 1.29492 0.19
H 1.60902 1.54099 -0.20836 0.37
H -0.72619 -1.94514 0.13643 0.29
H 2.93531 -1.01606 -0.85764 0.37
H 3.32860 1.34496 -0.28278 0.31
N -0.71619 0.12202 -0.28360 -0.02
N 1.28297 -1.28693 0.17653 -0.49
N 2.49976 0.77375 0.19830 -0.50
O -1.85150 0.08958 0.59123 -0.21
```

***

Most stable structure - w; separation to the second - 66.8 kcal/mol.

***

w | Density functional theory data (ωB97M-V/def2-TZVPD) for a 2-piece molecular cluster, C3H10NO3 overall.

As for the gap between HOMO and LUMO: 10.48 eV. The HOMO energy is -14.2 eV. The total charge is +1.

XYZ file:
```
17
Properties=species:S:1:pos:R:3:mulliken_charge:R:1
C 0.53010 -0.55350 -0.24487 -0.47
C 0.43325 0.95717 -0.37581 -0.63
C -0.10793 1.68847 0.74143 0.49
O 0.36641 1.06202 1.82046 -0.49
O -0.53536 2.76724 0.81653 -0.48
N -0.90238 -1.16487 -0.37797 -0.35
H 1.38174 -0.75452 -0.91196 0.28
H 0.89516 -0.68864 0.74137 0.37
H -0.06333 1.44630 -1.28713 0.37
H 1.44847 1.42275 -0.59488 0.35
H 0.31625 1.38675 2.80463 0.37
H -1.73461 -0.54500 -0.70225 0.44
H -1.14917 -1.41188 0.70672 0.46
H -1.01725 -2.02895 -0.96441 0.32
H 1.08730 -3.42431 -2.10039 0.29
H -0.36205 -3.99125 -2.14385 0.30
O 0.21665 -3.30550 -1.84031 -0.61
```

***

x | Density functional theory data (ωB97M-V/def2-TZVPD) for a 2-piece molecular cluster, C3H10NO3 overall.

As for the gap between HOMO and LUMO: 11.16 eV. The HOMO energy is -15.2 eV. The total charge is +1.

XYZ file:
```
17
Properties=species:S:1:pos:R:3:mulliken_charge:R:1
C -0.77037 1.30433 0.14508 -1.33
C -0.61189 -0.85775 -1.33003 0.04
C -0.24202 -0.06328 0.06056 0.80
N 0.58353 -0.57367 0.91447 -0.23
O -1.89341 -1.24591 -1.07326 -0.49
O 0.24823 -2.01410 -1.42693 -0.55
O 2.01932 1.23656 1.63566 -0.63
H -0.50902 1.78985 1.04510 0.38
H -0.45177 1.77496 -0.76359 0.35
H -1.86907 1.26182 0.01696 0.36
H -0.42102 -0.42409 -2.36592 0.44
H 1.87474 2.11767 2.13189 0.34
H 0.83685 -1.58231 0.85150 0.26
H 0.89804 -0.01516 1.75696 0.34
H -2.40283 -1.06020 -1.83726 0.34
H -0.18049 -2.80174 -1.15459 0.31
H 2.89118 1.15300 1.39340 0.27
```

***

Most stable structure - x; separation to the second - 8.2 kcal/mol.

***

w | Density functional theory data (ωB97M-V/def2-TZVPD) for a 2-piece molecular cluster, C5H9NO3 overall.

As for the gap between HOMO and LUMO: 10.30 eV. The SMILES is CN1C[C@@]12COC2=O.O. The HOMO energy is -9.7 eV.

XYZ file:
```
18
Properties=species:S:1:pos:R:3:mulliken_charge:R:1
C 2.14628 -1.30608 -0.25555 -0.87
N 1.48864 -0.43640 0.70759 -0.38
C 1.19198 0.92186 0.30379 -0.45
C 0.11998 -0.09194 0.45438 0.79
C -0.87401 -0.61902 -0.57445 -0.33
O -1.74348 -0.99567 0.69662 -0.40
C -0.99331 -0.20154 1.47209 0.13
O -1.49502 0.65359 2.18267 -0.57
H 1.84038 -1.10386 -1.29690 0.32
H 3.23118 -1.16232 -0.17530 0.30
H 1.91000 -2.35201 -0.02140 0.30
H 1.31290 1.69308 1.06661 0.25
H 1.41946 1.21257 -0.72751 0.28
H -1.02975 0.02315 -1.44757 0.27
H -0.63173 -1.58979 -1.02401 0.38
O -2.85372 1.48666 -0.62417 -0.66
H -2.40148 2.17505 -1.12059 0.31
H -2.63831 1.69267 0.38371 0.34
```

***

x | Density functional theory data (ωB97M-V/def2-TZVPD) for C5H9NO3 as an isolated structure.

As for the gap between HOMO and LUMO: 9.01 eV. The HOMO energy is -8.6 eV.

XYZ file:
```
18
Properties=species:S:1:pos:R:3:mulliken_charge:R:1
C 1.07789 -1.18257 1.14513 -1.13
C -2.38424 -0.05669 0.91107 -1.16
C -0.75575 1.31382 -0.51975 0.42
C 0.29483 -0.96472 -0.13383 0.91
C -1.14918 0.42989 0.26092 0.07
N 2.39664 0.53181 -1.04016 -0.55
O 1.10491 -0.02219 -1.06844 -0.30
O -0.62201 2.26293 -1.38898 -0.50
O -0.25397 -1.84871 -0.76463 -0.58
H -0.38649 1.89296 -2.25653 0.39
H 2.74576 0.49331 -1.99424 0.25
H 2.27049 1.51076 -0.77879 0.22
H 1.60514 -0.29774 1.49595 0.33
H 1.77776 -1.99865 0.97280 0.35
H 0.38545 -1.48163 1.93203 0.33
H -2.29226 -0.01670 1.99860 0.28
H -3.25686 0.52617 0.61714 0.37
H -2.55809 -1.09209 0.61170 0.30
```

***

Most stable structure - w; separation to the second - 59.5 kcal/mol.